1.
# C4H10O3

2 unconnected molecules or ions with the total composition C4H10O3 at a distorted geometry (wB97M-V/def2-TZVPD, OMol25).

The geometry in XYZ format:
```
17
C4H10O3, DFT wB97M-V/def2-TZVPD
O 0.13 1.23 -1.84
C 0.54 0.53 -0.93
C -0.22 0.09 0.33
C -1.55 0.35 1.13
C -2.52 -0.82 0.76
O -1.94 -2.09 1.10
H 1.60 0.23 -0.87
H 0.57 -0.25 1.12
H -0.33 -1.04 -0.06
H -2.11 1.24 0.72
H -1.35 0.62 2.30
H -3.47 -0.79 1.26
H -2.80 -0.76 -0.25
H -2.22 -2.92 0.63
O 5.26 1.57 -2.22
H 5.94 1.43 -1.49
H 4.46 1.37 -1.70
```

energy relative to the best compared isomer or geometry (same formula, charge and spin)	296.52	kJ/mol
F_max	4.758	eV Å⁻¹
SMILES string	O=CCCCO.O


2.
# C5H9N

A molecular structure, C5H9N at a distorted geometry (wB97M-V/def2-TZVPD, OMol25).

The geometry in XYZ format:
```
15
C5H9N, DFT wB97M-V/def2-TZVPD
C 0.46 0.82 0.89
C -0.79 -0.52 -0.34
C 0.01 0.25 -1.26
C 0.92 0.10 -0.22
C 0.29 -1.25 0.03
H 0.98 0.35 1.90
H 0.70 1.84 0.70
H -1.55 0.43 1.71
H -1.68 -0.87 -0.70
H 0.24 -0.12 -2.32
H -0.38 1.36 -1.28
H 2.03 0.20 0.02
H 0.86 -1.74 -0.64
H 0.22 -1.74 1.04
N -0.97 0.56 0.70
```

energy relative to the best compared isomer or geometry (same formula, charge and spin)	502.12	kJ/mol
F_max	10.108	eV Å⁻¹


3.
# C8H12N4

4 unconnected molecules or ions with the total composition C8H12N4 at a distorted geometry (wB97M-V/def2-TZVPD, OMol25).

The geometry in XYZ format:
```
24
C8H12N4, DFT wB97M-V/def2-TZVPD
C -1.21 3.47 -0.62
C -0.90 2.17 -1.27
N -0.66 1.14 -1.70
H -2.13 3.92 -0.99
H -0.39 4.13 -0.90
H -1.30 3.12 0.41
C 0.32 -0.66 -0.90
C 0.72 -1.83 -0.12
N 1.07 -2.67 0.59
H 0.08 0.21 -0.29
H -0.46 -1.00 -1.58
H 1.15 -0.44 -1.57
C 1.16 3.31 2.00
C 1.17 2.08 1.16
N 1.17 1.10 0.53
H 1.65 4.13 1.47
H 1.68 3.10 2.94
H 0.16 3.73 2.12
C -0.84 -4.64 0.16
C 0.08 -5.20 -0.89
N 0.77 -5.66 -1.65
H -0.37 -3.83 0.71
H -1.21 -5.50 0.72
H -1.72 -4.19 -0.31
```

energy relative to the best compared isomer or geometry (same formula, charge and spin)	431.54	kJ/mol
F_max	4.555	eV Å⁻¹
SMILES string	CC#N.CC#N.CC#N.CC#N


4.
# C19H25N6SSb2Zn

A molecular structure, C19H25N6SSb2Zn at a distorted geometry (wB97M-V/def2-TZVPD, OMol25).

The geometry in XYZ format:
```
54
C19H25N6SSb2Zn, DFT wB97M-V/def2-TZVPD
Zn -1.72 -15.67 -4.29
C -5.14 -17.43 -1.38
Sb -3.39 -18.46 -2.39
C -2.83 -18.97 -0.39
C -4.58 -20.22 -3.06
C -5.79 -19.87 -3.81
C -7.01 -19.96 -3.12
C -8.20 -19.65 -3.69
C -8.18 -19.42 -5.10
C -7.02 -19.39 -5.84
C -5.79 -19.53 -5.16
C -4.55 -19.16 -5.93
Sb -4.04 -16.97 -5.58
C -4.26 -16.36 -7.66
C -5.90 -16.14 -4.73
H -5.18 -17.84 -0.36
H -6.11 -17.48 -1.93
H -4.84 -16.35 -1.32
H -2.20 -18.15 0.04
H -2.25 -19.90 -0.38
H -3.82 -19.01 0.10
H -4.86 -20.78 -2.16
H -3.84 -20.74 -3.66
H -6.94 -20.19 -2.06
H -9.10 -19.55 -3.10
H -9.15 -19.18 -5.62
H -7.07 -19.26 -6.89
H -4.75 -19.19 -6.98
H -3.62 -19.67 -5.65
H -3.29 -16.32 -8.23
H -4.61 -15.31 -7.59
H -5.12 -16.89 -8.16
H -6.09 -15.09 -5.12
H -5.86 -16.15 -3.64
H -6.77 -16.76 -5.09
N -3.10 -11.84 -5.01
C -2.77 -12.97 -5.64
N -2.27 -13.84 -4.68
C -2.24 -13.08 -3.54
N -2.78 -11.84 -3.66
C -1.62 -13.61 -2.34
C -1.48 -12.80 -1.14
N -0.79 -13.26 -0.11
C -0.35 -14.50 -0.16
C -0.45 -15.25 -1.28
N -1.10 -14.86 -2.39
H -3.53 -11.07 -5.49
H -2.85 -13.10 -6.72
H -1.94 -11.84 -1.04
H 0.04 -14.90 0.79
H -0.01 -16.25 -1.26
S -0.09 -17.39 -4.67
C -0.94 -18.63 -4.07
N -1.44 -19.54 -3.42
```

energy relative to the best compared isomer or geometry (same formula, charge and spin)	39.17	kJ/mol
charge	+1
F_max	7.357	eV Å⁻¹


5.
# C15H23Br4F2I2N2O2S

A molecular structure, C15H23Br4F2I2N2O2S at a distorted geometry (wB97M-V/def2-TZVPD, OMol25).

The geometry in XYZ format:
```
51
C15H23Br4F2I2N2O2S, DFT wB97M-V/def2-TZVPD
C 2.35 1.40 2.63
C 1.97 0.32 1.62
F 3.16 -0.46 1.44
C 1.62 0.90 0.25
C 0.09 0.85 -0.05
N -0.51 1.87 0.85
C -1.19 2.78 0.44
S -2.08 3.98 0.01
C -0.09 1.32 -1.54
O -1.06 0.84 -2.16
O 0.75 2.10 -1.96
N -0.38 -0.51 0.21
C -0.03 -1.46 -0.82
C 0.44 -2.82 -0.24
F 0.65 -2.76 1.14
C -1.62 -0.76 0.85
I -1.50 -0.55 3.04
C -2.87 -0.07 0.23
C -3.75 0.78 1.15
I -4.18 -1.62 -0.51
H 1.80 2.32 2.46
H 3.40 1.62 2.46
H 2.23 1.06 3.66
H 1.23 -0.37 2.00
H 2.14 0.41 -0.57
H 1.87 1.95 0.26
H 0.78 -1.10 -1.44
H -0.86 -1.68 -1.50
H 1.40 -3.10 -0.68
H -0.27 -3.62 -0.44
H -1.79 -1.83 0.76
H -2.59 0.56 -0.61
H -4.30 0.18 1.87
H -4.49 1.26 0.51
H -3.18 1.59 1.60
Br -1.29 1.82 -4.42
C -1.09 1.38 -6.32
C -0.53 2.52 -7.14
Br -1.88 3.88 -7.50
H -2.06 1.05 -6.68
H -0.39 0.55 -6.32
H -0.22 2.17 -8.12
H 0.29 3.02 -6.65
Br 2.57 -2.06 6.65
C 2.78 -2.20 4.72
C 1.71 -3.05 4.09
Br 2.05 -4.95 4.39
H 3.78 -2.57 4.53
H 2.70 -1.18 4.35
H 1.71 -2.93 3.01
H 0.72 -2.84 4.48
```

charge	-1
F_max	1.777	eV Å⁻¹


6.
# C27H63Cl2N4O4P

5 unconnected molecules or ions with the total composition C27H63Cl2N4O4P at a distorted geometry (wB97M-V/def2-TZVPD, OMol25).

The geometry in XYZ format:
```
101
C27H63Cl2N4O4P, DFT wB97M-V/def2-TZVPD
O 2.95 6.62 1.67
C 3.53 5.69 1.98
O 4.42 4.96 1.26
C 3.94 3.61 1.45
C 3.11 3.70 2.79
Cl 4.05 2.70 3.97
P 1.31 3.13 2.79
O 0.33 4.36 2.29
Cl 1.33 1.63 1.32
O 3.39 5.02 3.20
H 4.73 2.87 1.51
H 3.32 3.44 0.56
H 0.46 4.56 1.35
C 4.43 -0.13 -0.56
C 3.11 -0.84 -0.81
N 2.95 -1.35 -2.16
C 1.59 -1.81 -2.43
C 1.07 -3.01 -1.63
C 4.01 -2.21 -2.64
C 4.30 -3.50 -1.86
H 4.56 0.72 -1.23
H 4.45 0.25 0.47
H 5.28 -0.80 -0.67
H 2.31 -0.12 -0.62
H 2.99 -1.63 -0.06
H 1.49 -2.02 -3.50
H 0.92 -0.97 -2.24
H 1.48 -3.95 -2.01
H -0.01 -3.08 -1.74
H 1.30 -2.93 -0.57
H 4.94 -1.62 -2.69
H 3.81 -2.47 -3.69
H 4.28 -3.34 -0.78
H 5.30 -3.86 -2.11
H 3.60 -4.29 -2.11
C 1.45 3.84 -6.34
C 1.21 3.67 -4.84
N 1.66 2.39 -4.32
C 1.23 2.16 -2.95
C 1.76 3.08 -1.85
C 3.05 2.05 -4.59
C 4.14 3.00 -4.08
H 0.95 3.06 -6.91
H 1.06 4.80 -6.66
H 2.52 3.83 -6.59
H 0.13 3.75 -4.68
H 1.67 4.52 -4.32
H 1.46 1.12 -2.68
H 0.14 2.22 -2.93
H 2.79 2.83 -1.58
H 1.16 2.96 -0.95
H 1.72 4.14 -2.13
H 3.17 1.95 -5.67
H 3.25 1.04 -4.20
H 3.88 4.05 -4.22
H 5.07 2.81 -4.62
H 4.35 2.84 -3.02
C -4.11 -5.40 -1.33
C -3.05 -4.59 -0.59
N -3.48 -4.07 0.69
C -2.54 -3.13 1.27
C -1.15 -3.63 1.66
C -4.02 -5.06 1.62
C -3.10 -6.22 2.04
H -5.01 -4.80 -1.50
H -3.72 -5.71 -2.30
H -4.38 -6.30 -0.78
H -2.79 -3.74 -1.23
H -2.14 -5.20 -0.51
H -3.00 -2.66 2.15
H -2.41 -2.31 0.55
H -1.17 -4.20 2.59
H -0.48 -2.78 1.83
H -0.70 -4.26 0.89
H -4.92 -5.48 1.18
H -4.37 -4.55 2.52
H -2.53 -6.63 1.20
H -3.71 -7.04 2.44
H -2.41 -5.93 2.82
C -5.08 1.88 5.91
C -3.93 2.02 4.92
N -3.57 0.78 4.25
C -2.34 0.89 3.48
C -2.32 1.83 2.28
C -4.66 0.08 3.59
C -5.42 0.82 2.48
H -4.84 1.15 6.69
H -5.26 2.84 6.40
H -6.01 1.58 5.43
H -3.06 2.37 5.48
H -4.19 2.82 4.21
H -2.04 -0.11 3.15
H -1.55 1.20 4.17
H -2.83 1.40 1.42
H -1.29 2.00 1.97
H -2.76 2.80 2.50
H -5.38 -0.23 4.35
H -4.28 -0.86 3.18
H -5.62 1.86 2.74
H -6.38 0.34 2.31
H -4.88 0.80 1.53
```

F_max	4.780	eV Å⁻¹
SMILES string	O=C1OC[C@](Cl)(P(O)Cl)O1.CCN(CC)CC.CCN(CC)CC.CCN(CC)CC.CCN(CC)CC


no.,lowest unoccupied orbital energy (eV),total energy (hartree)
1,0.52,-384.03668
2,1.04,-250.47569
3,0.08,-530.92037
4,-4.32,-3725.25041
5,2.16,-12334.77802
6,0.17,-2848.21427